Record 1
Computed, not measured: a structure of composition C4H8N, with ωB97M-V with the def2-TZVPD basis set.

Properties
* spin multiplicity: 1
* LUMO level: -3.47 eV
* E_tot: -5758.335 eV
* HOMO: -15.76 eV
* net charge: +1
* energy relative to the best compared isomer or geometry (same formula, charge and spin): 147.5 kJ/mol

Geometry (Å):
1 C 0.9074 -1.0162 1.0520
2 C -0.1695 -1.2298 0.3861
3 C 1.1498 0.3127 0.3981
4 C -1.1394 0.9031 -0.7314
5 N -0.1027 0.0158 -0.4755
6 H 1.3497 -1.4716 1.9623
7 H -0.8090 -2.0311 0.3328
8 H 0.8816 1.0980 1.1015
9 H 2.1032 0.4077 0.0025
10 H -2.0156 0.2563 -1.1689
11 H -1.4594 1.3994 0.0843
12 H -0.8729 1.6057 -1.4824
13 H 0.1769 -0.2500 -1.4614

Forces on the atoms, in the same order (eV/Å):
1.5734 0.7379 2.2982
-0.5583 0.6857 -1.0409
-1.7635 -0.1476 2.1369
-3.6322 -1.3076 -2.7835
3.8555 -3.2598 -1.6184
-0.1566 0.1515 -1.1797
-1.9561 -1.3040 -0.4626
0.2060 0.4183 -0.3313
1.4291 0.6526 -1.6052
1.4389 1.3754 0.8625
-1.1524 1.5270 2.9107
0.4170 0.5824 -0.6392
0.2992 -0.1119 1.4525

---

Record 2
Computed, not measured: a structure of composition C6H6N, with ωB97M-V with the def2-TZVPD basis set.

Properties
* spin multiplicity: 1
* LUMO level: -4.60 eV
* E_tot: -7796.885 eV
* HOMO: -15.43 eV
* net charge: +1
* energy relative to the best compared isomer or geometry (same formula, charge and spin): 275.7 kJ/mol

Geometry (Å):
1 C 0.4267 -1.0839 -1.9646
2 C 0.7614 1.1048 -0.4847
3 C -0.3405 -1.6345 -0.9066
4 C 0.5722 0.0122 -1.2339
5 C -0.0365 0.5460 0.5422
6 C -0.4652 0.9225 1.8729
7 N -0.3117 -0.6451 -0.0261
8 H 0.6914 -1.3976 -2.9688
9 H 1.1879 1.9871 -0.7659
10 H -0.7204 -2.6367 -0.5390
11 H -1.5039 0.4589 1.9150
12 H 0.1596 0.3069 2.5582
13 H -0.4210 2.0594 2.0013

Forces on the atoms, in the same order (eV/Å):
-0.8278 -2.3061 -1.5526
-1.1502 -0.5567 0.6011
0.0550 -2.2903 0.7330
0.0355 0.5430 0.5425
0.7688 0.3405 -0.7576
-1.1654 0.1221 0.3637
0.1317 0.5599 0.3224
0.0805 0.0803 0.2902
1.2898 2.3375 -0.0257
0.2165 1.1216 -1.2644
1.0024 1.0679 0.5001
-0.3109 0.8529 0.0191
-0.1260 -1.8724 0.2283

---

Record 3
Computed, not measured: a structure of composition C16H11N3S3Ti, with ωB97M-V with the def2-TZVPD basis set.

Properties
* spin multiplicity: 1
* LUMO level (spin up / spin down): -0.85 / -0.85 eV
* E_tot: -76862.689 eV
* HOMO (spin up / spin down): -6.46 / -6.45 eV

Geometry (Å):
1 Ti 0.9374 -0.6756 -0.1043
2 C -1.2827 -3.9749 1.1611
3 C -2.4752 -3.7529 0.4628
4 C -2.6957 -2.5149 -0.1078
5 C -1.7036 -1.5390 -0.0244
6 N -0.5178 -1.7861 0.6189
7 C -0.3425 -2.9678 1.2182
8 C -1.7707 -0.1846 -0.5425
9 C -2.8662 0.5761 -0.9433
10 C -2.6804 1.9380 -1.1692
11 C -1.4430 2.5395 -0.9533
12 C -0.3770 1.7366 -0.5542
13 N -0.5554 0.4007 -0.4572
14 C 0.9316 2.1000 -0.0431
15 C 1.5477 3.3478 -0.1377
16 C 2.7874 3.5335 0.4416
17 C 3.3686 2.4793 1.1560
18 C 2.7112 1.2681 1.2155
19 N 1.5371 1.0584 0.6117
20 H -1.0975 -4.9183 1.6492
21 H -3.2130 -4.5367 0.3882
22 H -3.6114 -2.2973 -0.6382
23 H 0.5965 -3.0902 1.7574
24 H -3.8426 0.1279 -1.0512
25 H -3.5214 2.5463 -1.4650
26 H -1.3216 3.6060 -1.0653
27 H 1.0567 4.1428 -0.6799
28 H 3.2988 4.4809 0.3610
29 H 4.3166 2.6092 1.6539
30 H 3.1194 0.4183 1.7631
31 S 2.8859 -2.1831 0.3994
32 C 2.3761 -1.7440 -1.1793
33 S 2.8226 -0.2258 -1.8367
34 S 1.0242 -2.5177 -1.9062

Forces on the atoms, in the same order (eV/Å):
3.8278 -2.6920 -0.6138
-0.0952 0.3281 0.0035
0.2861 0.2780 0.0610
0.1213 -0.0544 -0.0481
-0.2880 0.0360 0.3120
-2.0843 -0.8582 0.2383
-0.1038 -0.8139 0.6199
-0.9586 0.1501 -0.0111
0.5166 -0.2397 0.1821
-0.0418 0.0686 -0.1526
0.3277 -0.4413 0.1642
-0.3882 0.8620 -0.0044
-1.0400 0.6887 -0.9648
-0.1479 0.2900 0.3224
0.1189 -0.1060 -0.0203
-0.2042 -0.3097 0.0335
-0.3349 -0.0716 0.0336
0.7370 0.3816 0.6144
0.1801 2.1915 0.1460
0.0774 -0.0326 0.0380
-0.0869 -0.0296 -0.0340
-0.0192 -0.0062 -0.0322
-0.2208 -0.0767 -0.3390
-0.0514 -0.0208 0.0622
-0.0434 0.0303 -0.0468
0.0066 0.0729 0.0523
0.0038 0.0226 -0.0320
-0.0037 0.0696 -0.0276
0.0466 -0.0767 0.0228
0.0183 0.2092 -0.3437
-0.0158 0.0009 0.6210
0.1453 -0.1111 -1.1108
0.0209 0.3835 0.1188
-0.3062 -0.1235 0.1358

---

Record 4
Computed, not measured: the molecule C22H27N3O8S, with ωB97M-V with the def2-TZVPD basis set.

Properties
* spin multiplicity: 1
* LUMO level: 0.33 eV
* E_tot: -54939.556 eV
* HOMO: -8.94 eV
* structure (SMILES): O=C(COC(=O)CN1C(=O)[C@H]2CCCC[C@H]2C1=O)Nc1ccc(S(=O)(=O)N2CCOCC2)cc1
* energy relative to the best compared isomer or geometry (same formula, charge and spin): 0.0 kJ/mol

Geometry (Å):
1 O -0.0039 -4.1695 1.4329
2 C -0.7658 -3.3395 0.9941
3 C -2.2795 -3.5139 1.1879
4 O -3.0414 -2.9709 0.1160
5 C -3.8576 -1.9555 0.3787
6 O -4.0187 -1.4519 1.4569
7 C -4.5523 -1.4771 -0.8918
8 N -4.4721 -0.0359 -0.9180
9 C -5.5682 0.8063 -1.0583
10 O -6.6960 0.4266 -1.1966
11 C -5.0156 2.2176 -1.0687
12 C -5.9669 3.2665 -0.4969
13 C -6.0000 3.2368 1.0260
14 C -4.5871 3.3922 1.5753
15 C -3.7424 2.1960 1.1575
16 C -3.6545 2.0684 -0.3782
17 C -3.3052 0.6220 -0.6167
18 O -2.2388 0.0665 -0.4867
19 N -0.4220 -2.2022 0.3451
20 C 0.8589 -1.7668 0.0023
21 C 2.0036 -2.5346 0.2144
22 C 3.2385 -2.0396 -0.1663
23 C 3.3307 -0.7906 -0.7484
24 S 4.9151 -0.1200 -1.2185
25 O 4.7971 0.5535 -2.4781
26 O 5.9306 -1.1260 -1.0758
27 N 5.0953 1.0797 -0.0386
28 C 6.0608 2.0998 -0.4068
29 C 6.0204 3.2003 0.6527
30 O 6.3042 2.6812 1.9319
31 C 5.3916 1.6706 2.2853
32 C 5.3966 0.5280 1.2665
33 C 2.2037 -0.0184 -0.9629
34 C 0.9673 -0.5053 -0.5911
35 H -2.5730 -3.0304 2.1283
36 H -2.4923 -4.5839 1.2498
37 H -4.0699 -1.9194 -1.7673
38 H -5.6134 -1.7436 -0.8699
39 H -4.8513 2.4495 -2.1296
40 H -5.6437 4.2552 -0.8294
41 H -6.9633 3.0790 -0.9007
42 H -6.4236 2.2907 1.3683
43 H -6.6388 4.0428 1.3890
44 H -4.1435 4.3158 1.1974
45 H -4.6097 3.4475 2.6643
46 H -4.1917 1.2882 1.5698
47 H -2.7309 2.2731 1.5586
48 H -2.9002 2.7533 -0.7670
49 H -1.1595 -1.5588 0.0699
50 H 1.9203 -3.5064 0.6709
51 H 4.1397 -2.6156 -0.0267
52 H 5.7792 2.4783 -1.3889
53 H 7.0737 1.6747 -0.4583
54 H 6.7818 3.9559 0.4547
55 H 5.0244 3.6676 0.6524
56 H 5.6990 1.3113 3.2685
57 H 4.3752 2.0891 2.3455
58 H 4.6278 -0.2063 1.5124
59 H 6.3777 0.0323 1.2590
60 H 2.3173 0.9464 -1.4296
61 H 0.0742 0.0782 -0.7535

Forces on the atoms, in the same order (eV/Å):
0.0748 -0.1777 0.1515
-0.6531 -0.0012 -0.1174
0.1864 -0.2638 0.6117
0.1526 -0.2799 -0.3212
-0.3163 0.3209 0.0549
-0.0521 -0.0500 -0.0485
0.1315 -0.0297 0.0258
0.0529 -0.5159 -0.0285
0.1489 0.1856 -0.0907
-0.2583 -0.0251 0.0145
-0.1879 0.3694 -0.0680
-0.0722 -0.2485 0.0757
0.1403 0.2742 -0.1207
-0.1207 -0.2698 0.0954
0.0557 0.2963 0.0289
0.0844 0.0086 0.1265
-0.1234 0.3603 -0.2390
0.2255 -0.0846 0.0286
-0.1792 0.4353 -0.1989
0.4574 -0.0318 0.0029
-0.0623 -0.1339 0.0509
0.1049 0.0838 -0.0908
0.6694 0.1388 -0.0841
-0.2871 0.1804 0.3269
-0.1509 0.2105 0.0117
-0.1405 -0.1293 0.2219
-0.3466 -0.6115 -0.7226
0.2745 0.4426 -0.1551
-0.0383 -0.1200 -0.3126
0.2010 0.0495 0.0893
-0.2158 -0.3247 -0.0733
0.1389 -0.0312 0.6065
-0.1567 -0.0146 -0.0202
0.1065 0.0260 -0.0308
0.0860 -0.1299 -0.1770
0.1050 0.1964 -0.0519
-0.1045 0.0650 0.1147
0.1557 -0.0150 0.0118
0.0167 -0.1074 0.0671
-0.0230 0.0097 -0.0420
0.0275 0.0722 -0.0789
-0.0753 -0.0436 0.0754
-0.0694 -0.0553 0.0271
0.0323 0.1053 0.0346
0.0525 0.0765 0.0144
0.0269 -0.0451 0.0466
-0.0043 -0.1109 -0.0118
0.0019 -0.1190 -0.0406
-0.0079 -0.2187 0.0576
0.0171 0.0105 -0.0039
0.0671 -0.1268 0.0616
0.1329 0.1465 0.0507
-0.0173 0.1010 -0.0095
-0.0977 -0.0341 -0.0732
0.0748 0.0069 -0.0285
-0.1021 -0.0348 -0.0725
0.0637 -0.0413 0.0460
0.0560 -0.0039 0.1792
-0.0909 0.0214 0.0679
-0.1127 0.1607 -0.0458
-0.0554 0.0747 -0.0202

---

Among the records above, which one has the lowest E_tot? C16H11N3S3Ti

---

The lowest E_tot belongs to which entry? C16H11N3S3Ti

---

Which of these has the lowest E_tot? C16H11N3S3Ti